## w
ORCA calculation (ωB97M-V with the def2-TZVPD basis set) on C5H15N3 as an isolated structure.

Element x y z (Å)
1 C 1.016 -0.301 -0.652
2 C 2.436 0.021 -0.254
3 C 0.425 -1.556 -0.178
4 N 0.705 0.105 -1.989
5 H 0.216 0.563 0.101
6 H 1.470 -0.036 -2.640
7 H -0.144 -0.317 -2.345
8 H 2.660 1.077 -0.416
9 H 3.151 -0.565 -0.844
10 H 2.605 -0.217 0.796
11 H -0.675 -1.299 0.166
12 H 0.350 -2.341 -0.934
13 H 0.868 -1.934 0.740
14 N -0.432 1.376 2.166
15 N -2.632 -0.067 -0.481
16 C -0.910 1.080 0.839
17 C -1.856 0.060 0.697
18 H -0.284 0.521 2.691
19 H 0.445 1.880 2.133
20 H -3.610 -0.256 -0.305
21 H -2.503 0.709 -1.119
22 H -1.098 1.994 0.273
23 H -2.202 -0.497 1.556

Calculated values
- HOMO level: -6.470 eV
- Orbital gap: 7.519 eV
- 2S+1: 1



## x
ORCA calculation (ωB97M-V with the def2-TZVPD basis set) on a 2-piece molecular cluster, C5H15N3 overall.

Element x y z (Å)
1 N -2.633 -0.513 1.923
2 C -1.253 -0.206 1.704
3 C -0.547 0.588 2.540
4 N 0.875 0.862 2.462
5 H -2.759 -1.502 2.087
6 H -3.224 -0.255 1.094
7 H -0.817 -0.723 0.862
8 H -1.051 1.059 3.403
9 H 1.295 0.303 1.716
10 H 1.348 0.641 3.352
11 C 1.349 1.146 -1.212
12 N 0.699 -0.154 -1.147
13 C -0.712 -0.012 -1.617
14 C 1.342 -1.210 -1.942
15 H 1.049 1.779 -0.377
16 H 1.251 1.711 -2.169
17 H 2.446 0.984 -1.084
18 H -1.206 -1.029 -1.553
19 H -1.165 0.730 -1.003
20 H -0.817 0.279 -2.696
21 H 0.824 -2.210 -1.681
22 H 2.404 -1.267 -1.596
23 H 1.304 -1.002 -3.069

Calculated values
- HOMO level: -8.208 eV
- Orbital gap: 9.143 eV
- SMILES: N/C=C/N.CN(C)C
- 2S+1: 1



## y
ORCA calculation (ωB97M-V with the def2-TZVPD basis set) on one molecule with the formula C5H15N3.

Element x y z (Å)
1 C -0.010 0.306 1.935
2 C 0.797 -0.213 0.761
3 N 1.537 -1.626 1.283
4 C 0.121 -0.613 -0.496
5 C -1.030 -1.609 -0.419
6 C -0.448 0.886 -1.229
7 N 0.454 1.318 -2.259
8 N -0.748 2.068 -0.490
9 H 0.411 -0.053 2.879
10 H 0.066 1.394 2.020
11 H -1.057 0.001 1.911
12 H 1.658 0.429 0.568
13 H 0.836 -2.313 1.561
14 H 2.070 -2.051 0.523
15 H 0.866 -0.998 -1.200
16 H -1.737 -1.370 0.379
17 H -0.656 -2.623 -0.254
18 H -1.591 -1.626 -1.360
19 H -1.372 0.568 -1.720
20 H 1.303 1.683 -1.835
21 H 0.031 2.116 -2.732
22 H 0.041 2.412 0.048
23 H -1.543 1.915 0.124

Calculated values
- HOMO level: -8.580 eV
- Orbital gap: 9.551 eV
- SMILES: C[C@@H](N)[C@@H](C)C(N)N
- 2S+1: 1



Preferred: y; penalty for the next structure: 0.507 eV.